Formula: C54H70Cl2N11P
Source: OMol25
Level of theory: ωB97M-V/def2-TZVPD

```
138
Properties=species:S:1:pos:R:3:forces:R:3:lowdin_charge:R:1
C 3.7439 -0.7678 4.5839 -0.041 0.109 -0.058 0.026
C 3.1429 -0.7372 3.5390 0.504 0.416 -0.798 -0.352
P 2.4111 -0.2381 1.9681 -0.732 -0.047 0.131 0.960
C 1.8379 -1.9111 1.3764 -0.115 0.018 0.474 -0.372
C 0.3884 -2.2229 1.7848 -0.070 -0.360 -0.747 -0.269
C -0.7068 -1.4520 1.0303 -0.323 0.053 0.797 -0.223
C -0.9016 0.0080 1.4736 0.302 -0.063 -0.897 -0.298
C -2.2934 0.5594 1.1724 0.155 0.380 0.522 -0.114
C 3.7569 0.1807 0.7839 0.706 -0.430 0.166 -0.820
Cl 3.4724 -0.2891 -0.8925 -0.196 0.094 0.638 0.696
C 4.8910 0.8527 0.9948 0.006 -0.082 -0.284 -0.774
C 5.9373 1.1500 -0.0504 0.027 0.037 0.687 -0.138
Cl 5.2323 1.4959 2.5820 -0.006 -0.040 -0.196 0.698
H 4.2821 -0.7044 5.5018 -0.076 -0.188 0.049 0.046
H 2.5029 -2.6450 1.8350 0.036 -0.049 -0.176 0.077
H 1.9231 -2.0037 0.2952 0.068 0.186 0.021 0.039
H 0.2359 -2.1733 2.8662 0.036 0.214 0.025 0.094
H 0.2323 -3.2746 1.5183 0.090 -0.032 0.174 0.108
H -1.6425 -1.9909 1.2226 0.016 0.016 -0.013 0.094
H -0.5554 -1.5077 -0.0509 0.139 0.019 0.007 0.115
H -0.1874 0.6208 0.9142 0.033 0.046 0.142 0.078
H -0.6156 0.1309 2.5202 -0.260 -0.025 0.089 0.092
H -3.0528 0.1602 1.8487 -0.008 -0.179 -0.134 0.066
H -2.2765 1.6404 1.3373 -0.127 -0.023 -0.066 0.068
H -2.6005 0.3951 0.1396 0.049 -0.150 -0.006 0.073
H 6.1309 0.2780 -0.6700 -0.210 0.046 -0.168 0.067
H 5.6150 2.0048 -0.6455 0.132 -0.060 -0.184 0.072
H 6.8719 1.3928 0.4544 -0.047 0.161 -0.066 0.068
C -0.3395 -2.4672 7.4590 -0.069 0.050 -0.012 -0.118
C 0.2943 -3.7304 7.3134 -0.045 -0.080 -0.032 -0.125
C 1.2848 -3.5826 6.3770 0.003 0.034 -0.110 -0.145
N 1.2716 -2.2834 5.9513 -0.035 -0.074 0.025 0.011
C 0.2885 -1.5963 6.6067 0.000 -0.005 -0.068 -0.139
H -1.1591 -2.2255 8.1149 0.009 0.003 0.011 0.089
H 0.0525 -4.6407 7.8365 0.019 0.001 0.028 0.087
H 1.9947 -4.2881 5.9795 -0.002 -0.010 0.014 0.105
H 1.8902 -1.8913 5.2579 -0.062 -0.015 0.058 0.065
H 0.1209 -0.5504 6.4120 -0.002 0.003 0.018 0.107
C 3.7257 -0.8758 -5.5018 0.016 0.005 -0.030 -0.101
C 3.7237 -1.3786 -4.1718 0.005 0.013 -0.012 -0.111
C 3.5098 -2.7279 -4.2445 -0.108 0.062 -0.044 -0.141
N 3.3781 -3.0609 -5.5660 0.056 0.044 0.020 0.004
C 3.5119 -1.9380 -6.3388 -0.008 -0.032 0.000 -0.138
H 3.8668 0.1480 -5.8074 -0.012 0.004 -0.004 0.078
H 3.8638 -0.8161 -3.2645 0.056 -0.016 -0.164 0.010
H 3.4357 -3.4712 -3.4724 -0.038 0.032 0.067 0.088
H 3.2065 -3.9852 -5.9158 -0.039 -0.001 -0.010 0.141
H 3.4419 -1.9920 -7.4117 -0.006 0.017 0.001 0.105
C 6.8179 4.9779 -1.3253 -0.005 -0.046 -0.033 -0.106
C 5.7837 4.8595 -0.3581 -0.051 -0.054 0.101 -0.123
C 4.7241 5.6098 -0.7934 -0.029 -0.002 -0.059 -0.133
N 5.0787 6.1762 -1.9873 0.012 -0.064 -0.015 0.011
C 6.3498 5.7929 -2.3196 -0.009 0.104 -0.018 -0.152
H 7.7890 4.5125 -1.2975 0.003 0.010 -0.001 0.092
H 5.8124 4.2855 0.5540 0.010 0.036 0.025 0.081
H 3.7534 5.7849 -0.3623 0.016 0.011 0.022 0.107
H 4.4922 6.7794 -2.5353 -0.006 0.073 0.060 0.127
H 6.8095 6.1300 -3.2324 0.037 -0.012 0.013 0.103
C -4.1207 -3.9013 2.7332 -0.023 -0.009 -0.033 -0.121
C -4.1866 -5.3117 2.9004 0.000 -0.017 -0.059 -0.120
C -3.2605 -5.6542 3.8495 0.067 0.049 0.014 -0.134
N -2.6381 -4.5078 4.2595 -0.065 -0.016 -0.055 0.018
C -3.1571 -3.4363 3.5881 0.111 0.029 0.050 -0.147
H -4.7122 -3.2971 2.0644 0.006 0.016 0.005 0.085
H -4.8392 -5.9959 2.3843 -0.014 -0.033 0.054 0.074
H -2.9936 -6.6099 4.2663 -0.015 -0.008 -0.011 0.107
H -1.9104 -4.4589 4.9494 0.060 0.054 0.086 0.135
H -2.7965 -2.4391 3.7765 -0.013 0.007 0.000 0.106
C -9.4583 -6.5883 1.2484 0.011 -0.019 -0.019 -0.109
C -9.0146 -5.5485 2.1084 0.062 -0.064 0.075 -0.116
C -7.7132 -5.2750 1.7817 0.086 -0.055 0.143 -0.162
N -7.3527 -6.1119 0.7596 -0.080 0.039 -0.021 0.002
C -8.4127 -6.9127 0.4252 0.027 -0.016 -0.003 -0.140
H -10.4338 -7.0443 1.2341 -0.004 0.007 -0.012 0.093
H -9.5853 -5.0564 2.8779 -0.001 0.016 -0.011 0.098
H -7.0154 -4.5618 2.1860 -0.015 -0.012 0.044 0.099
H -6.4500 -6.1353 0.3227 0.015 0.000 -0.002 0.140
H -8.3311 -7.6403 -0.3638 -0.017 -0.005 0.006 0.106
C 5.5154 4.4494 -5.5620 -0.011 0.037 -0.068 -0.118
C 5.3503 3.0384 -5.5503 -0.021 -0.044 0.014 -0.106
C 5.9419 2.5500 -6.6841 0.008 0.010 -0.049 -0.141
N 6.4545 3.6108 -7.3804 -0.011 -0.002 0.064 0.001
C 6.2017 4.7722 -6.7027 -0.011 -0.010 -0.038 -0.141
H 5.1706 5.1434 -4.8153 -0.002 -0.022 0.027 0.066
H 4.8561 2.4514 -4.7940 0.015 0.005 0.015 0.087
H 6.0428 1.5434 -7.0529 -0.008 -0.010 0.022 0.104
H 6.9418 3.5466 -8.2542 0.017 -0.003 -0.008 0.143
H 6.5317 5.7219 -7.0879 -0.008 0.003 0.008 0.104
C 1.5000 9.6595 -2.5967 0.004 -0.019 0.007 -0.110
C 2.2743 10.7168 -3.1459 0.016 0.013 -0.021 -0.109
C 3.0500 10.1829 -4.1394 0.030 -0.022 -0.002 -0.142
N 2.7768 8.8433 -4.2107 0.028 -0.002 0.056 -0.006
C 1.8299 8.5174 -3.2751 0.054 -0.089 0.004 -0.153
H 0.7825 9.7307 -1.7967 -0.002 0.000 -0.002 0.091
H 2.2618 11.7509 -2.8456 -0.002 0.001 -0.002 0.091
H 3.7692 10.6378 -4.7985 -0.002 0.015 0.010 0.105
H 3.2033 8.2000 -4.8515 -0.057 0.010 -0.070 0.138
H 1.4750 7.5053 -3.1753 -0.032 0.013 -0.005 0.104
C -11.0223 -2.0388 -1.2338 0.001 -0.003 -0.001 -0.118
C -10.7469 -3.1082 -0.3368 0.006 0.018 0.008 -0.097
C -9.4450 -3.4832 -0.5323 0.028 0.036 -0.169 -0.125
N -8.9253 -2.6841 -1.5153 -0.101 0.030 0.054 0.011
C -9.8773 -1.7979 -1.9456 0.062 -0.127 -0.091 -0.166
H -11.9534 -1.5071 -1.3418 0.004 0.009 0.005 0.092
H -11.4273 -3.5510 0.3712 0.008 -0.008 0.003 0.090
H -8.8502 -4.2441 -0.0605 -0.061 0.031 -0.038 0.067
H -7.9884 -2.7388 -1.8670 0.016 0.000 -0.007 0.141
H -9.6578 -1.0798 -2.7170 -0.030 0.000 -0.015 0.104
C 4.5988 -5.7845 -1.9578 -0.022 0.047 -0.033 -0.111
C 5.4949 -6.6377 -1.2592 0.022 -0.018 0.013 -0.110
C 6.5043 -6.9652 -2.1245 0.009 -0.007 -0.034 -0.140
N 6.2516 -6.3452 -3.3177 -0.031 -0.010 0.084 0.005
C 5.0955 -5.6209 -3.2237 0.073 -0.169 0.006 -0.146
H 3.6944 -5.3421 -1.5730 0.006 -0.002 0.009 0.087
H 5.4078 -6.9719 -0.2391 0.001 0.002 0.001 0.090
H 7.3764 -7.5824 -1.9941 -0.007 -0.003 0.018 0.106
H 6.8273 -6.4104 -4.1358 0.018 0.015 -0.007 0.144
H 4.7300 -5.0592 -4.0614 0.048 0.030 -0.055 0.076
C -11.1871 3.2539 -2.5665 -0.004 0.020 0.000 -0.116
C -11.2522 1.8446 -2.3891 0.013 -0.027 -0.006 -0.111
C -10.3315 1.5094 -1.4319 0.063 0.143 0.068 -0.143
N -9.7140 2.6612 -1.0263 -0.082 0.035 -0.070 0.002
C -10.2304 3.7289 -1.7100 0.044 -0.005 0.018 -0.147
H -11.7765 3.8493 -3.2436 -0.002 0.001 0.003 0.087
H -11.9017 1.1566 -2.9049 -0.003 0.000 0.006 0.089
H -10.0672 0.5595 -1.0051 -0.033 -0.031 0.032 0.082
H -8.9916 2.7140 -0.3334 0.000 -0.005 0.025 0.142
H -9.8745 4.7288 -1.5293 -0.010 0.004 -0.018 0.103
C 4.2319 4.1750 7.4591 0.019 -0.023 0.014 -0.115
C 3.0374 4.6436 6.8491 -0.030 0.001 -0.013 -0.115
C 3.0765 4.2670 5.5326 0.014 -0.010 -0.025 -0.141
N 4.2472 3.5925 5.3243 0.005 -0.003 0.080 0.003
C 4.9567 3.5296 6.4925 0.002 -0.014 -0.044 -0.146
H 4.5245 4.2978 8.4884 0.000 0.000 0.001 0.088
H 2.2414 5.1932 7.3228 -0.001 0.001 0.000 0.088
H 2.3750 4.4195 4.7304 -0.006 0.010 0.008 0.105
H 4.5406 3.2017 4.4484 -0.050 0.013 -0.043 0.067
H 5.9117 3.0340 6.5354 0.005 0.021 0.012 0.103
```
Positions in Å, forces in eV/Å.

The calculation puts the total energy at -3963.51920 a.u. The calculation puts the strongest force on any atom at 0.020 Eh/bohr. Its HOMO-LUMO gap is 8.2 eV. As for the SMILES: C#CP(CCCCC)/C(Cl)=C(/C)Cl.c1cc[nH]c1.c1cc[nH]c1.c1cc[nH]c1.c1cc[nH]c1.c1cc[nH]c1.c1cc[nH]c1.c1cc[nH]c1.c1cc[nH]c1.c1cc[nH]c1.c1cc[nH]c1.c1cc[nH]c1. As for the LUMO energy: 0.375 eV.